<A>
{
  "formula": "C6H10O3",
  "method": "wB97M-V/def2-TZVPD",
  "symbols": ["C", "C", "C", "C", "C", "C", "O", "O", "O", "H", "H", "H", "H", "H", "H", "H", "H", "H", "H"],
  "coordinates": [[-1.39517, 0.37288, -0.34769], [-2.56421, -0.30732, -1.01882], [2.32350, 0.00563, -0.59121], [0.34221, -0.37348, 1.02129], [1.07936, 0.53232, 0.05848], [0.93859, -1.08366, 1.97452], [-1.00407, -0.37993, 0.83157], [-1.52280, 1.67187, -0.13412], [0.89981, 1.78294, 0.13411], [-0.42957, 2.02764, -0.01039], [-0.36589, 0.22922, -0.97576], [-2.83095, 0.23720, -1.92148], [-2.32925, -1.34403, -1.24504], [-3.41123, -0.28057, -0.33499], [3.06339, -0.22770, 0.17570], [2.74133, 0.75226, -1.26345], [2.10661, -0.91202, -1.13582], [2.00218, -1.01993, 2.12832], [0.35618, -1.68332, 2.65478]],
  "lowdin_charge": [-0.519, 0.007, 0.010, -0.300, -0.343, 0.103, 0.014, -0.002, 0.049, 0.122, 0.171, 0.089, 0.085, 0.091, 0.095, 0.094, 0.097, 0.063, 0.074],
  "smiles": "C=C(O[C@@H](C)O)C(C)=O",
  "total_charge": 0,
  "homo_lumo_gap_ev": 9.18
}


<B>
{
  "formula": "C6H10O3",
  "method": "wB97M-V/def2-TZVPD",
  "symbols": ["C", "C", "C", "C", "C", "C", "O", "O", "O", "H", "H", "H", "H", "H", "H", "H", "H", "H", "H"],
  "coordinates": [[-0.07124, 1.92271, -1.76115], [-0.46347, 0.76144, -1.22384], [-0.63226, 0.72057, 1.57296], [0.10566, 0.50930, 0.33855], [-1.31531, -1.38588, -1.39177], [1.78026, -0.93998, 1.46465], [0.29517, 1.68192, 1.03420], [-1.39224, -0.08070, -1.80609], [1.18658, -0.30479, 0.26088], [-0.51930, 2.17853, -2.72649], [0.75171, 2.29319, -1.32154], [-1.57714, 1.01737, 1.54291], [-0.31876, 0.25070, 2.44056], [-1.02951, -1.42924, -0.34135], [-0.38448, -1.78558, -1.85405], [-2.20379, -1.99494, -1.54783], [2.46711, -1.75817, 1.19986], [0.96887, -1.41532, 2.08208], [2.35213, -0.24111, 2.03746]],
  "lowdin_charge": [0.104, -0.188, -0.008, -0.487, -0.108, -0.018, 0.039, -0.089, -0.081, 0.086, 0.031, 0.081, 0.089, 0.075, 0.110, 0.097, 0.090, 0.098, 0.078],
  "smiles": "C=C(OC)[C@]1(OC)CO1",
  "total_charge": 0,
  "homo_lumo_gap_ev": 9.53
}


Stability ranking, top entry: <A>; the second entry is 0.0811 hartree less favorable.


<A>
{
  "formula": "C20H33N3O5S",
  "method": "wB97M-V/def2-TZVPD",
  "symbols": ["C", "C", "O", "C", "C", "O", "C", "C", "C", "C", "C", "N", "S", "N", "C", "C", "N", "C", "O", "H", "H", "H", "H", "H", "H", "H", "H", "H", "H", "H", "H", "H", "C", "C", "O", "C", "C", "H", "H", "H", "H", "H", "H", "H", "H", "H", "H", "C", "C", "O", "C", "C", "H", "H", "H", "H", "H", "H", "H", "H", "H", "H"],
  "coordinates": [[-5.36142, 3.05472, -0.55752], [-6.74227, 2.30648, -0.21092], [-7.30005, 1.89026, -1.47293], [-7.78193, 0.53685, -1.42647], [-8.00344, -0.10528, -2.86896], [-7.54454, -1.46897, -2.78856], [-6.52312, -1.75796, -3.75620], [-5.11569, -1.12305, -3.43646], [-4.79450, 0.36131, -3.53599], [-3.45397, 0.90174, -3.23655], [-2.30787, 0.00636, -2.84013], [-0.98180, 0.36314, -2.56361], [-0.30755, -1.13324, -2.23719], [-1.52510, -2.26475, -2.34940], [-2.64343, -1.47350, -2.72791], [-4.03070, -2.04915, -3.00471], [-4.21537, -3.48676, -2.82861], [-4.08397, -3.81162, -1.62261], [-4.12692, -4.00166, -0.47398], [-5.43912, 3.46240, -1.60304], [-5.21889, 3.83878, 0.23660], [-4.54711, 2.26379, -0.53428], [-7.44404, 2.96405, 0.38748], [-6.45910, 1.44184, 0.46284], [-6.95635, -0.08535, -0.94312], [-8.72895, 0.44784, -0.80692], [-7.53887, 0.48814, -3.70385], [-9.12755, -0.08356, -3.05859], [-6.37448, -2.88340, -3.72755], [-6.87668, -1.40106, -4.77387], [-5.56957, 1.12024, -3.82199], [-3.25204, 2.01114, -3.31943], [5.80177, -0.72339, -0.15489], [4.75987, 0.37027, 0.00506], [3.52277, 0.07034, -0.62374], [2.85042, -1.09253, -0.16574], [2.49782, -1.04873, 1.31130], [5.98564, -0.92328, -1.21449], [6.74171, -0.42610, 0.31561], [5.48232, -1.66112, 0.30248], [5.13455, 1.28284, -0.46368], [4.59978, 0.60990, 1.06156], [3.43672, -1.98665, -0.40404], [1.92821, -1.16576, -0.74692], [3.38629, -0.98234, 1.94221], [1.95030, -1.94921, 1.59752], [1.87594, -0.17681, 1.52937], [8.85648, 0.22534, 5.35436], [8.54079, 0.29766, 3.86982], [7.31705, -0.32982, 3.51748], [6.14406, 0.19007, 4.12639], [5.89725, 1.65533, 3.81144], [8.88763, -0.81576, 5.68777], [9.82325, 0.69001, 5.56083], [8.10476, 0.73776, 5.95691], [9.32561, -0.22351, 3.31757], [8.55098, 1.33392, 3.51627], [6.17210, 0.01786, 5.20764], [5.30622, -0.39836, 3.74347], [6.70242, 2.29402, 4.17898], [4.96623, 1.99160, 4.27248], [5.82744, 1.80661, 2.73139]],
  "lowdin_charge": [-0.076, -0.260, -0.198, -0.172, -0.171, -0.165, -0.162, -0.070, -0.006, -0.016, -0.331, -0.215, 0.988, -0.229, -0.240, -0.120, 0.135, -0.264, 0.207, 0.074, 0.072, 0.071, 0.118, 0.114, 0.129, 0.134, 0.111, 0.131, 0.127, 0.136, 0.100, 0.111, -0.073, -0.275, -0.159, -0.285, -0.071, 0.082, 0.074, 0.067, 0.120, 0.089, 0.109, 0.040, 0.054, 0.079, 0.084, -0.081, -0.281, -0.166, -0.276, -0.076, 0.083, 0.077, 0.064, 0.118, 0.106, 0.107, 0.108, 0.067, 0.080, 0.068],
  "total_charge": 0,
  "homo_lumo_gap_ev": 7.64
}


<B>
{
  "formula": "C20H33N3O5S",
  "method": "wB97M-V/def2-TZVPD",
  "symbols": ["C", "O", "C", "C", "N", "C", "O", "C", "C", "C", "C", "C", "C", "H", "H", "O", "C", "C", "C", "N", "S", "O", "O", "N", "C", "H", "H", "H", "C", "H", "H", "H", "C", "C", "H", "H", "H", "H", "H", "H", "H", "H", "H", "H", "H", "C", "C", "H", "H", "H", "C", "H", "H", "H", "H", "H", "H", "H", "H", "H", "H", "H"],
  "coordinates": [[8.10929, 2.15133, 1.31043], [7.44283, 2.19725, 0.07110], [6.11851, 1.72391, 0.10251], [6.02614, 0.19034, 0.21605], [4.66501, -0.27882, 0.03726], [3.82397, -0.11150, 1.08614], [4.18536, 0.40907, 2.12642], [2.41351, -0.58967, 0.91243], [2.03271, -1.85303, 1.35387], [0.71648, -2.25205, 1.27189], [-0.25902, -1.39407, 0.75839], [0.11957, -0.12747, 0.32553], [1.44503, 0.26488, 0.40727], [1.72715, 1.25372, 0.07599], [-0.60127, 0.56761, -0.07507], [-1.51843, -1.90836, 0.71640], [-2.61085, -1.09875, 0.32239], [-3.02647, -0.12165, 1.42837], [-4.28267, 0.63201, 1.00292], [-5.34010, -0.31073, 0.72103], [-6.85792, 0.35388, 0.63220], [-7.01994, 1.18232, 1.78366], [-7.77095, -0.71943, 0.40100], [-6.76307, 1.32136, -0.74907], [-6.80277, 2.74785, -0.52511], [-6.36046, 2.95069, 0.44517], [-7.82840, 3.13289, -0.52959], [-6.22958, 3.25046, -1.30653], [-7.53358, 0.87543, -1.88663], [-7.60456, -0.20690, -1.84391], [-8.54633, 1.29309, -1.88168], [-7.02728, 1.17810, -2.80529], [-5.01767, -1.22908, -0.34668], [-3.78090, -2.03940, 0.02869], [-3.51630, -2.71883, -0.78180], [-3.98389, -2.62780, 0.92282], [-4.83635, -0.68099, -1.28492], [-5.88336, -1.87830, -0.47476], [-4.06897, 1.24887, 0.11523], [-4.64079, 1.27576, 1.80593], [-3.23513, -0.69514, 2.33188], [-2.22362, 0.58379, 1.64583], [-2.35879, -0.54502, -0.59506], [0.40888, -3.22970, 1.60701], [2.77379, -2.52130, 1.76617], [4.29118, -0.95632, -1.19342], [5.01851, -2.29678, -1.32670], [4.87953, -2.88864, -0.42543], [4.61441, -2.85015, -2.17003], [6.08388, -2.15701, -1.49031], [4.52508, -0.07126, -2.41713], [3.98140, 0.86465, -2.31452], [5.58066, 0.14926, -2.55043], [4.16684, -0.58185, -3.30735], [3.21819, -1.16051, -1.11718], [6.35689, -0.11156, 1.21440], [6.67541, -0.26540, -0.53038], [5.56289, 2.17448, 0.93554], [5.67479, 2.05128, -0.84100], [8.35724, 1.12615, 1.60518], [7.50394, 2.60941, 2.10034], [9.03031, 2.71763, 1.18255]],
  "lowdin_charge": [-0.109, -0.185, -0.203, -0.118, -0.021, -0.426, 0.078, -0.171, -0.014, 0.012, -0.252, -0.009, -0.017, 0.124, 0.106, -0.011, -0.336, -0.095, -0.197, -0.234, 0.629, -0.268, -0.268, -0.326, -0.108, 0.074, 0.093, 0.092, -0.108, 0.074, 0.093, 0.092, -0.199, -0.094, 0.127, 0.132, 0.130, 0.119, 0.131, 0.120, 0.136, 0.117, 0.151, 0.120, 0.123, -0.383, -0.039, 0.080, 0.081, 0.073, -0.042, 0.079, 0.079, 0.081, 0.132, 0.127, 0.122, 0.121, 0.119, 0.084, 0.094, 0.088],
  "smiles": "COCCN(C(=O)c1ccc(OC2CCN(S(=O)(=O)N(C)C)CC2)cc1)C(C)C",
  "total_charge": 0,
  "homo_lumo_gap_ev": 9.19
}


Stability ranking, top entry: <B>; the second entry is 0.1857 hartree less favorable.